[1]
ORCA calculation (ωB97M-V/def2-TZVPD) on a structure of composition C7H7InO6 in a non-equilibrium geometry.

Structure (XYZ):
```
21
Properties=species:S:1:pos:R:3:forces:R:3:nbo_charge:R:1
O -0.1125 2.6701 -3.8239 0.005 -2.554 3.466 -0.309
C -0.1112 1.9960 -2.8942 -0.003 2.915 -3.672 0.544
In -0.1319 0.2308 -1.0112 -0.423 -0.752 0.340 0.887
O -0.1090 3.1079 1.2616 -0.050 -1.883 -1.828 -0.288
C -0.1277 2.2676 0.5042 0.044 1.550 1.661 0.573
C -0.0935 -1.4279 -2.5391 0.057 1.295 0.292 0.135
O -0.1760 -2.5155 -2.0774 0.165 0.437 -1.281 -0.415
C 2.3085 0.1868 -1.2089 2.908 0.452 0.192 0.534
O 3.4272 0.1321 -1.3238 -1.698 -0.090 0.045 -0.294
C -2.5284 0.1720 -1.1995 -2.921 0.367 0.185 0.547
O -3.6439 0.1009 -1.3336 1.771 -0.058 0.097 -0.287
H 0.0066 -0.9066 -3.5794 -0.144 -1.921 0.712 0.194
C -0.3156 -0.2622 2.9361 -0.196 -0.138 0.298 -0.650
C 0.6800 -0.6942 1.8747 -0.749 -0.528 0.520 -0.080
O -0.2391 -1.3072 0.8217 1.987 1.112 -1.409 -0.739
H -0.9476 0.5964 2.6224 0.482 -0.397 0.068 0.200
H 0.1873 0.0056 3.8788 -0.192 -0.100 -0.361 0.270
H -1.0068 -1.1044 3.1061 0.355 0.338 0.192 0.260
H 1.2681 0.1871 1.5314 -0.251 -0.627 -0.371 0.160
H 1.3789 -1.4958 2.1905 -0.500 0.564 -0.074 0.243
H 0.2866 -1.9395 0.2635 -0.646 0.019 0.927 0.515
```
Forces are in eV/Å.

Output
HOMO (alpha / beta) in eV: -16.734 / -16.734
Calculated total energy in eV: -24809.408
Net charge: +2
Kohn-Sham gap (alpha / beta) in eV: 7.639 / 7.640

[2]
ORCA calculation (ωB97M-V/def2-TZVPD) on a structure of composition C3HLaO2 in a non-equilibrium geometry.

Structure (XYZ):
```
7
Properties=species:S:1:pos:R:3:forces:R:3:nbo_charge:R:1
C -4.4817 -0.0270 1.0625 0.927 0.660 0.034 -0.063
H -5.3010 -0.7242 1.0348 0.024 0.202 0.027 0.305
C -3.5422 0.7213 1.1020 1.991 0.982 -0.146 0.158
O -2.4060 1.6636 1.0807 -1.238 -1.545 0.123 -0.368
C -1.1866 1.3320 1.0946 -3.524 1.895 -0.060 0.971
La 1.7645 -0.9659 1.0455 -1.962 0.953 0.052 2.798
O -0.6193 0.2803 1.0971 3.783 -3.146 -0.029 -0.802
```
Forces are in eV/Å.

Output
HOMO (alpha / beta) in eV: -20.611 / -20.594
Calculated total energy in eV: -8039.965
Net charge: +3
Kohn-Sham gap (alpha / beta) in eV: 3.755 / 3.741
2S+1: 2

[3]
ORCA calculation (ωB97M-V/def2-TZVPD) on the molecule C22H18N2O6S in a non-equilibrium geometry.

Structure (XYZ):
```
49
Properties=species:S:1:pos:R:3:forces:R:3:nbo_charge:R:1
C -0.7048 -5.0526 -0.9883 -0.218 0.036 0.076 -0.713
C -0.3729 -3.7243 -0.3550 0.219 -0.377 -0.237 0.708
O -1.2117 -2.9972 0.1390 -0.313 0.086 0.135 -0.644
N 0.9559 -3.4278 -0.3993 0.259 -0.237 -0.195 -0.622
C 1.5598 -2.2378 0.0135 0.288 0.606 0.259 0.282
C 1.0136 -1.4559 1.0361 -0.072 -0.184 0.134 -0.289
C 1.5701 -0.2392 1.3412 0.229 -0.088 -0.173 -0.164
C 2.7003 0.2296 0.6620 0.155 -0.383 -0.325 -0.112
C 3.2625 1.5462 0.8158 0.499 0.218 -0.216 0.047
C 2.5231 2.5742 1.6322 0.369 0.178 -0.055 -0.113
O 1.1288 2.5962 1.3159 -0.006 -0.003 0.393 -0.507
C 0.8131 2.8878 0.0470 -0.382 0.085 -0.150 0.803
O 1.6136 3.1992 -0.7887 0.064 0.091 -0.050 -0.579
C -0.6822 2.7817 -0.1735 0.235 -0.069 -0.057 -0.516
C -0.9709 1.9627 -1.4363 -0.317 0.257 0.001 -0.429
S -2.6888 2.2134 -1.9834 0.118 -0.229 -0.021 0.288
C -3.4907 1.3482 -0.6687 0.286 0.081 -0.146 -0.234
C -4.7609 1.7273 -0.2595 0.091 -0.080 0.061 -0.207
C -5.4062 1.0274 0.7426 -0.122 0.022 -0.012 -0.223
C -4.7830 -0.0578 1.3400 0.020 -0.011 -0.043 -0.204
C -3.5201 -0.4432 0.9332 0.034 0.033 -0.015 -0.243
C -2.8593 0.2537 -0.0741 -0.402 0.230 0.039 0.210
N -1.6116 -0.1948 -0.4966 -0.200 -0.515 0.232 -0.650
C -0.6940 0.4803 -1.2214 0.202 0.345 -0.381 0.676
O 0.3145 -0.0520 -1.6400 0.087 0.032 -0.144 -0.609
C 4.4079 1.8522 0.1718 -0.482 -0.055 0.390 -0.305
C 5.0975 0.8981 -0.6801 0.547 0.268 -0.042 0.740
O 6.1595 1.0841 -1.2161 -0.337 -0.085 0.109 -0.558
O 4.4652 -0.2981 -0.8936 0.150 -0.156 -0.298 -0.452
C 3.3133 -0.6216 -0.2740 -0.826 -0.114 0.650 0.354
C 2.7378 -1.8431 -0.5992 0.048 0.110 0.054 -0.299
H -0.5400 -4.9961 -2.0628 0.031 -0.018 -0.088 0.238
H -0.0775 -5.8408 -0.5784 0.055 -0.072 -0.006 0.231
H -1.7494 -5.2874 -0.8059 0.017 0.028 0.009 0.246
H 1.5372 -4.0222 -0.9746 -0.179 0.002 0.121 0.402
H 0.1425 -1.8001 1.5676 -0.017 0.004 0.016 0.240
H 1.1187 0.3681 2.1093 -0.053 0.028 0.040 0.224
H 2.5665 2.3391 2.6990 -0.019 0.046 -0.133 0.214
H 2.9541 3.5641 1.4532 -0.031 -0.148 0.079 0.212
H -1.1547 2.3437 0.7069 -0.037 0.076 -0.073 0.238
H -1.0708 3.7935 -0.3185 0.044 -0.074 0.045 0.254
H -0.3351 2.3197 -2.2503 -0.069 -0.159 0.101 0.277
H -5.2336 2.5677 -0.7432 -0.075 0.137 -0.003 0.222
H -6.3947 1.3268 1.0543 -0.095 0.026 0.033 0.217
H -5.2856 -0.6097 2.1193 -0.034 -0.052 0.074 0.217
H -3.0336 -1.3021 1.3697 0.059 -0.110 0.092 0.225
H -1.3884 -1.1640 -0.2605 0.118 0.178 -0.101 0.447
H 4.8572 2.8304 0.2314 0.011 0.094 -0.040 0.233
H 3.2077 -2.4475 -1.3591 0.049 -0.079 -0.141 0.224
```
Forces are in eV/Å.

Output
HOMO in eV: -8.280
Relative energy (zero: lowest compared OMol25 entry of this formula, charge and spin) in kcal/mol: 0.0
Calculated total energy in eV: -49208.978
SMILES: CC(=O)Nc1ccc2c(COC(=O)C[C@@H]3Sc4ccccc4NC3=O)cc(=O)oc2c1
Kohn-Sham gap in eV: 8.249

[4]
ORCA calculation (ωB97M-V/def2-TZVPD) on the molecule CH3N3O in a non-equilibrium geometry.

Structure (XYZ):
```
8
Properties=species:S:1:pos:R:3:forces:R:3:nbo_charge:R:1
H -2.0265 -0.6528 0.2400 0.102 0.260 -0.257 0.359
N -1.2171 -1.2306 0.0460 0.504 -0.419 0.754 -0.614
C -0.1035 -0.6385 0.1041 -0.282 2.416 -1.195 0.452
N 0.1993 0.8459 -0.0534 -2.836 0.669 0.951 -0.681
N 1.1690 -1.1029 -0.0092 1.383 0.664 -0.528 -0.076
O 1.8150 0.0043 -0.4091 1.444 -3.023 0.193 -0.234
H 0.5215 1.3555 0.7658 -0.224 -0.246 -0.188 0.399
H -0.3578 1.4192 -0.6843 -0.091 -0.320 0.270 0.394
```
Forces are in eV/Å.

Output
HOMO (alpha / beta) in eV: -8.877 / -9.176
Relative energy (zero: lowest compared OMol25 entry of this formula, charge and spin) in kcal/mol: 131.4
Calculated total energy in eV: -7597.904
SMILES: [H]/N=C(\N)N=O
Kohn-Sham gap (alpha / beta) in eV: 8.420 / 8.228

[5]
ORCA calculation (ωB97M-V/def2-TZVPD) on a cluster of 10 separate species, C27H72BrFIN2O10 in total in a non-equilibrium geometry.

Structure (XYZ):
```
114
Properties=species:S:1:pos:R:3:forces:R:3:mulliken_charge:R:1
C -4.1046 -5.0781 4.0289 -0.621 0.244 0.041 -1.490
C -4.6518 -3.7279 3.5817 0.449 -0.124 -0.472 0.105
C -3.7526 -2.8858 2.6399 -0.108 -0.022 0.637 0.138
C -2.2633 -3.2030 2.6833 -0.122 -0.234 -0.399 -1.726
C -1.8103 -4.3698 1.7994 0.192 0.389 0.297 -0.681
C -1.1806 -3.9457 0.4802 -0.738 -0.806 0.419 0.974
F -0.0789 -3.2007 0.7958 0.726 0.415 -0.126 -0.413
C -2.0396 -2.9959 -0.3490 -0.284 0.197 -0.137 -1.120
N -2.8240 -3.7123 -1.4208 0.570 0.482 0.376 -0.081
Br -4.1566 -4.8992 -0.8048 -0.066 -0.099 -0.016 0.162
C -1.8516 -4.3524 -2.3885 0.612 -0.236 -1.246 -0.123
O -1.3143 -3.3675 -3.2006 -0.376 0.813 0.379 -0.441
C -0.6770 -5.0310 -1.6658 -0.462 -1.293 0.271 -0.905
I -0.5601 -7.0734 -2.4055 0.127 0.442 0.081 0.173
N -0.7968 -5.1316 -0.2289 -0.265 0.377 -0.421 -0.286
H -3.1411 -5.0251 4.5117 0.370 -0.046 -0.029 0.332
H -4.7909 -5.4808 4.7600 -0.166 -0.207 0.286 0.479
H -4.1134 -5.7808 3.2042 0.345 -0.251 -0.178 0.324
H -4.9157 -3.1330 4.4409 0.017 0.166 0.418 -0.180
H -5.5720 -3.9388 3.0527 -0.436 0.111 -0.053 0.282
H -4.1621 -2.9629 1.6407 0.036 -0.072 -0.501 0.233
H -3.8591 -1.8452 2.9212 -0.198 0.274 0.010 0.046
H -1.9798 -3.4446 3.6924 0.074 0.064 0.491 0.603
H -1.6905 -2.3172 2.4358 0.210 0.222 -0.109 0.565
H -1.0203 -4.9091 2.3037 0.272 -0.257 0.124 0.373
H -2.6152 -5.0753 1.6532 -0.285 -0.157 -0.186 0.490
H -1.4241 -2.2848 -0.8814 0.338 0.056 -0.306 0.287
H -2.7239 -2.4197 0.2510 -0.291 0.025 0.266 0.519
H -3.3206 -2.9916 -1.9470 -0.208 -0.085 0.046 0.462
H -2.3930 -5.0463 -3.0138 -0.616 -0.286 0.215 0.587
H -2.0172 -2.8903 -3.6763 0.302 -0.249 -0.339 0.235
H 0.2451 -4.5752 -1.9776 0.291 0.406 -0.034 0.609
H -1.3748 -5.9140 0.0422 0.162 -0.127 0.128 0.429
C -7.3847 -0.0781 3.2188 0.078 -0.025 -0.054 -1.161
C -6.3040 -0.1712 4.2790 -0.058 0.245 -0.110 0.019
O -5.0250 0.2090 3.7671 0.002 -0.075 -0.020 -0.505
H -7.1365 -0.7143 2.3676 -0.015 -0.048 0.029 0.246
H -8.3523 -0.3861 3.6161 -0.003 0.021 0.000 0.352
H -7.4745 0.9449 2.8469 -0.057 0.017 0.056 0.344
H -6.2059 -1.1956 4.6358 0.088 0.008 0.032 0.112
H -6.5513 0.4667 5.1333 -0.078 -0.089 0.055 0.328
H -5.0932 1.1197 3.4570 0.052 -0.080 0.055 0.283
C -2.6473 -3.0505 -7.4619 -0.017 -0.029 0.122 -0.824
C -3.9849 -2.5463 -6.9574 0.226 0.215 -0.155 -0.276
O -3.8030 -1.5100 -5.9851 0.081 -0.153 0.193 -0.519
H -2.0550 -3.4199 -6.6215 0.034 -0.082 -0.054 0.120
H -2.7718 -3.8555 -8.1862 0.021 0.010 -0.005 0.335
H -2.0805 -2.2452 -7.9334 -0.035 -0.019 -0.075 0.327
H -4.5393 -3.3445 -6.4661 -0.050 0.056 0.060 0.270
H -4.5937 -2.1674 -7.7820 -0.045 -0.076 0.001 0.294
H -3.3266 -0.7910 -6.4171 -0.113 -0.011 0.060 0.302
C 1.9117 -2.2423 -4.1532 0.050 0.003 -0.069 -0.705
C 1.8245 -0.7275 -4.1267 -0.274 -0.137 -0.058 -0.039
O 1.2114 -0.2189 -5.3100 0.000 -0.008 0.050 -0.449
H 2.4772 -2.5771 -5.0232 0.058 0.025 0.027 0.313
H 2.3972 -2.6226 -3.2520 -0.010 -0.005 -0.003 0.336
H 0.9140 -2.6810 -4.2241 -0.005 -0.019 0.065 -0.062
H 2.8177 -0.2861 -4.0752 -0.016 0.077 -0.042 0.143
H 1.2564 -0.3904 -3.2523 0.117 0.014 0.079 0.225
H 0.3237 -0.5896 -5.3679 0.103 0.043 -0.027 0.239
C 3.8853 0.8599 -7.1910 -0.057 -0.078 -0.036 -0.922
C 4.8176 0.7305 -6.0018 0.002 0.424 -0.251 0.396
O 6.1370 1.1550 -6.3329 0.041 -0.095 0.172 -0.562
H 4.2547 0.2663 -8.0279 0.022 -0.038 0.035 0.294
H 2.8802 0.5243 -6.9354 -0.016 0.037 -0.003 0.160
H 3.8301 1.8977 -7.5285 -0.037 0.020 0.067 0.337
H 4.8844 -0.3082 -5.6787 0.148 0.000 0.009 0.209
H 4.4488 1.3285 -5.1585 -0.109 -0.103 0.036 -0.236
H 6.0891 2.0765 -6.6126 0.020 -0.109 -0.024 0.334
C 3.9497 3.0260 -2.1240 0.030 -0.123 -0.137 -0.757
C 4.1876 4.2120 -3.0385 0.242 -0.341 -0.083 -0.455
O 5.5823 4.4247 -3.2500 -0.047 0.103 0.001 -0.541
H 4.4396 3.1814 -1.1653 -0.070 0.104 0.027 0.148
H 2.8852 2.8719 -1.9474 0.009 -0.002 0.060 0.323
H 4.3695 2.1143 -2.5631 -0.052 0.012 -0.069 0.351
H 3.7888 5.1209 -2.5915 0.091 0.070 -0.027 0.340
H 3.6968 4.0624 -4.0072 -0.138 0.035 0.062 0.262
H 5.9452 3.6277 -3.6537 -0.009 0.079 0.061 0.303
C -6.1701 -1.2259 8.6170 -0.003 -0.052 -0.070 -0.981
C -4.7198 -1.6711 8.5873 -0.078 0.229 -0.140 -0.253
O -4.2546 -1.8554 7.2502 -0.040 -0.036 -0.086 -0.467
H -6.8027 -1.9585 8.1141 0.005 -0.035 0.044 0.245
H -6.5227 -1.1036 9.6415 -0.004 0.025 -0.005 0.367
H -6.2920 -0.2735 8.0946 0.017 0.042 0.072 0.270
H -4.6033 -2.6280 9.0924 0.063 -0.038 -0.052 0.290
H -4.0836 -0.9383 9.0931 -0.017 -0.050 0.103 0.269
H -4.3380 -1.0100 6.7931 0.056 -0.082 0.023 0.255
C 3.3837 5.7705 1.7883 0.028 -0.001 -0.084 -0.730
C 2.1728 5.1648 1.1056 0.186 -0.169 0.220 -0.406
O 2.4641 3.8746 0.5654 -0.096 -0.036 0.011 -0.432
H 4.2135 5.8538 1.0833 -0.036 0.033 -0.041 0.214
H 3.1600 6.7605 2.1864 0.023 -0.025 0.070 0.201
H 3.7185 5.1367 2.6129 -0.053 0.037 0.054 0.309
H 1.8517 5.7871 0.2713 -0.029 -0.070 -0.060 0.315
H 1.3391 5.0803 1.8103 -0.038 0.124 -0.019 0.262
H 2.7410 3.3083 1.2966 0.070 0.083 -0.057 0.240
C 6.5672 0.7042 0.8132 0.002 -0.012 0.053 -1.174
C 5.2110 1.2207 1.2560 0.239 0.222 -0.132 0.239
O 5.3398 2.2372 2.2484 -0.168 -0.030 0.019 -0.526
H 7.1171 0.3046 1.6655 -0.030 -0.039 0.004 0.305
H 6.4641 -0.0811 0.0624 0.012 0.020 -0.015 0.341
H 7.1663 1.5120 0.3871 -0.035 -0.013 -0.079 0.338
H 4.6225 0.4173 1.6976 -0.029 0.061 0.112 0.327
H 4.6552 1.6211 0.4017 -0.038 -0.134 -0.038 -0.160
H 5.8494 2.9605 1.8643 -0.051 -0.056 0.054 0.311
C 6.0521 8.9752 2.7717 -0.031 -0.070 -0.008 -0.948
C 4.6067 9.4081 2.9330 0.168 -0.030 0.254 -0.250
O 3.9053 8.5672 3.8475 -0.013 0.010 -0.042 -0.501
H 6.1021 7.9429 2.4233 -0.019 0.014 -0.045 0.226
H 6.5755 9.6123 2.0576 0.012 0.007 0.018 0.322
H 6.5785 9.0238 3.7277 0.020 0.073 -0.013 0.321
H 4.0802 9.3411 1.9819 -0.080 -0.023 0.027 0.271
H 4.5529 10.4448 3.2802 0.004 0.044 -0.117 0.314
H 4.3509 8.6240 4.7005 -0.070 -0.023 -0.080 0.282
```
Forces are in eV/Å.

Output
HOMO in eV: -11.350
Calculated total energy in eV: -133472.369
Net charge: +1
Kohn-Sham gap in eV: 6.424